Record 1
# C6H12CoF5N3O2

A molecular structure, C6H12CoF5N3O2 (ωB97M-V/def2-TZVPD, the OMol25 dataset).

Values from the calculation:
Energy relative to the best compared isomer or geometry (same formula, charge and spin) in kJ/mol: 0.0
LUMO energy (spin up / spin down) in eV: 0.523 / 0.417
Calculated total energy in Ha: -2432.62381
F_max in eV/A: 0.85

Structure (ORCA input):
```
! wB97M-V def2-TZVPD RIJCOSX def2/J DEFGRID3
* xyz 0 2
Co 0.3239 0.2688 0.1548
F -2.6255 1.7869 -0.6217
F -3.0810 2.5177 1.3581
F -0.4966 2.7940 0.9121
F -0.9029 1.1932 2.3828
F -3.0326 0.3904 0.9919
O 2.0250 -0.6260 -0.2623
O 1.8641 1.4550 -0.2912
N -0.2725 0.3628 -1.9343
N -0.6392 -1.3429 0.8450
N 2.6436 0.4783 -0.4628
C -0.9317 1.4987 1.0175
C -0.1250 -0.9106 -2.6629
C -2.0118 -1.8870 -1.1924
C -1.0658 -2.4050 -0.1063
C -2.4279 1.5634 0.6922
C -1.3950 -1.7443 -2.5876
H -0.1602 -2.8251 -0.5459
H -2.4285 -0.9341 -0.8683
H -1.1671 -2.7344 -2.9911
H 0.4135 1.0342 -2.2631
H -2.1515 -1.3102 -3.2482
H -2.8604 -2.5677 -1.2769
H -1.5496 -3.2036 0.4581
H 0.1246 -0.7498 -3.7145
H 0.7145 -1.4460 -2.2155
H 0.0418 -1.7589 1.4770
H -1.4219 -1.0728 1.4323
H -1.1827 0.7787 -2.0975
*
```



Record 2
# C5H8O

A molecular structure, C5H8O (ωB97M-V/def2-TZVPD, the OMol25 dataset).

Values from the calculation:
Energy relative to the best compared isomer or geometry (same formula, charge and spin) in kJ/mol: 503.4
LUMO energy in eV: 0.997
Calculated total energy in Ha: -270.36615
F_max in eV/A: 0.42

Structure (ORCA input):
```
! wB97M-V def2-TZVPD RIJCOSX def2/J DEFGRID3
* xyz 0 1
O -1.1459 0.0747 1.0839
C 0.8600 0.8508 -0.1906
C -1.3100 -0.7956 -0.0366
C -0.5190 1.0806 0.2427
C -0.6392 0.2015 -0.9756
C 1.6483 -0.2132 0.5512
H 0.5488 0.2334 -1.3384
H 2.2151 -0.8485 -0.1363
H 2.3997 0.3235 1.1457
H -0.8248 -1.7701 0.0923
H 1.0678 -0.8387 1.2412
H -2.3718 -0.9453 -0.2680
H -0.9463 2.0735 0.3568
H -1.0745 0.5589 -1.9073
*
```



Record 3
# C8H12O

A single C8H12O molecule at a distorted geometry (ωB97M-V/def2-TZVPD, the OMol25 dataset).

Values from the calculation:
Energy relative to the best compared isomer or geometry (same formula, charge and spin) in kJ/mol: 520.0
LUMO energy in eV: 0.199
Calculated total energy in Ha: -387.06490
F_max in eV/A: 4.89

Structure (ORCA input):
```
! wB97M-V def2-TZVPD RIJCOSX def2/J DEFGRID3
* xyz 0 1
O -0.6419 -1.1465 1.1822
C -1.8086 1.2475 -1.1807
C 0.5648 -0.7081 -0.7774
C -3.0941 -0.5334 0.0740
C -0.6207 -0.4891 0.1819
C 3.7373 0.3070 0.6911
C 2.2504 0.1397 0.6034
C 1.7365 -1.1569 -0.0112
C -1.8641 0.2260 -0.3694
H -4.1348 -0.2539 0.0455
H -2.7774 1.6348 -1.5634
H -3.0980 -1.3065 -0.6929
H 3.8886 0.8456 -0.2143
H 2.6518 -1.6379 -0.6383
H 1.6434 -1.9091 0.8322
H 0.2030 -1.5506 -1.4331
H 0.7546 0.1516 -1.4334
H -2.9044 -0.8892 1.1198
H -0.9607 1.7992 -1.5332
H 4.1527 0.9582 1.5247
H 4.4633 -0.4916 0.7965
*
```



Record 4
# H2NO3S

2 unconnected molecules or ions with the total composition H2NO3S at a distorted geometry (ωB97M-V/def2-TZVPD, the OMol25 dataset).

Values from the calculation:
Energy relative to the best compared isomer or geometry (same formula, charge and spin) in kJ/mol: 368.5
LUMO energy in eV: 3.921
Calculated total energy in Ha: -679.80542
F_max in eV/A: 2.15

Structure (ORCA input):
```
! wB97M-V def2-TZVPD RIJCOSX def2/J DEFGRID3
* xyz -1 1
S -1.0508 -0.2681 -0.7900
O 1.7019 -1.0376 -0.7653
O -0.6697 0.3878 0.6528
O 2.0617 0.8432 0.3369
N 2.2717 0.0652 -0.6450
H -0.2126 -1.2522 -0.7559
H 0.3394 0.6287 0.5918
*
```